[1]
# C30H36BF3O3

A cluster of 2 separate species, C30H36BF3O3 in total (ωB97M-V with the def2-TZVPD basis set, OMol25).

Geometry as ORCA input:
```
! wB97M-V def2-TZVPD RIJCOSX def2/J DEFGRID3
* xyz 0 1
C -5.068 -0.307 -3.469
C -4.015 0.646 -2.966
C -3.929 1.865 -3.910
O -2.733 -0.022 -3.105
B -2.000 0.693 -2.176
C -0.451 0.792 -2.187
C 0.298 0.090 -3.140
C 1.618 0.446 -3.421
C 2.215 1.454 -2.649
C 3.524 1.995 -3.132
F 4.194 2.664 -2.144
F 4.346 0.991 -3.568
F 3.419 2.877 -4.162
C 1.583 1.969 -1.525
C 0.261 1.603 -1.271
O -2.686 1.207 -1.080
C -4.087 1.050 -1.394
C -4.758 2.355 -1.041
C -4.717 -0.062 -0.555
H -6.009 0.236 -3.604
H -4.757 -0.713 -4.436
H -5.226 -1.136 -2.774
H -4.926 2.298 -4.057
H -3.247 2.643 -3.532
H -3.528 1.527 -4.880
H -0.191 -0.659 -3.746
H 2.123 0.012 -4.276
H 2.078 2.724 -0.904
H -0.247 2.031 -0.416
H -5.785 2.371 -1.395
H -4.778 2.444 0.043
H -4.215 3.213 -1.425
H -5.799 -0.123 -0.742
H -4.273 -1.050 -0.741
H -4.605 0.177 0.508
C -0.500 -3.121 0.099
C -0.374 -2.179 1.297
C 1.026 -2.150 1.791
C 0.750 -1.737 3.215
C 0.597 -2.645 4.276
C 0.408 -2.134 5.564
C 0.358 -0.746 5.764
C 0.427 -0.196 7.172
C 0.121 0.091 4.660
C 0.339 -0.409 3.383
C 2.100 -1.319 0.994
C 2.461 -1.713 -0.322
C 3.541 -1.170 -0.996
C 4.314 -0.152 -0.391
O 5.461 0.308 -0.970
C 6.270 1.221 -0.183
C 3.888 0.331 0.865
C 2.803 -0.228 1.529
H -0.267 -4.165 0.378
H -1.486 -3.053 -0.361
H 0.178 -2.768 -0.680
H -0.665 -1.159 0.912
H -1.180 -2.419 2.054
H 1.446 -3.181 1.800
H 0.597 -3.710 4.047
H 0.288 -2.816 6.413
H 0.120 0.852 7.224
H -0.175 -0.758 7.896
H 1.462 -0.244 7.527
H -0.202 1.130 4.802
H 0.119 0.191 2.500
H 1.923 -2.519 -0.823
H 3.794 -1.483 -2.013
H 7.191 1.458 -0.715
H 5.718 2.155 -0.022
H 6.518 0.757 0.776
H 4.429 1.163 1.315
H 2.573 0.214 2.494
*
```

E_tot in hartree: -1715.01665
Highest occupied orbital energy in eV: -8.05
SMILES: CC1(C)OB(c2ccc(C(F)(F)F)cc2)OC1(C)C.CC[C@H](c1ccc(C)cc1)c1ccc(OC)cc1
ΔE to the lowest compared entry with this formula, charge and spin in eV: 0.000
Molecular weight in u: 512.4

Results of the Mulliken charge analysis, in e, for atoms 1 through 4: atom 1 (C): -1.671, atom 2 (C): 1.405, atom 3 (C): -1.785, atom 4 (O): -0.665

---

[2]
# C4H7IN2

The molecule C4H7IN2 (ωB97M-V with the def2-TZVPD basis set, OMol25).

Geometry as ORCA input:
```
! wB97M-V def2-TZVPD RIJCOSX def2/J DEFGRID3
* xyz 0 1
C -1.947 -1.321 -1.481
C -0.939 -1.552 -0.664
C -0.011 -0.473 -0.196
N 0.685 -0.920 0.793
N 1.724 -0.262 1.312
C 1.984 1.209 1.408
I 2.653 -1.332 3.016
H -2.486 -2.209 -1.722
H -2.167 -0.426 -2.007
H -0.589 -2.418 -0.286
H -0.081 0.507 -0.684
H 2.954 1.238 2.004
H 2.028 1.655 0.390
H 1.165 1.877 1.795
*
```

E_tot in hartree: -563.67863
Highest occupied orbital energy in eV: -8.08
SMILES: C=C/C=N/N(C)I
ΔE to the lowest compared entry with this formula, charge and spin in eV: 3.648
Molecular weight in u: 210.0

Results of the natural (NBO) charge analysis, in e, for atoms 1 through 4: atom 1 (C): -0.404, atom 2 (C): -0.187, atom 3 (C): -0.043, atom 4 (N): -0.235

---

[3]
# C43H56AsBClN5SbY

A structure of composition C43H56AsBClN5SbY (ωB97M-V with the def2-TZVPD basis set, OMol25).

Geometry as ORCA input:
```
! wB97M-V def2-TZVPD RIJCOSX def2/J DEFGRID3
* xyz 0 1
Y 0.664 1.585 0.823
B 1.645 4.374 -1.120
N 2.848 3.687 -0.410
C 4.112 4.100 -0.324
C 4.882 3.089 0.227
C 3.978 2.056 0.442
N 2.754 2.423 0.049
N 0.585 4.809 -0.062
C 0.077 6.022 0.161
C -0.953 5.915 1.081
C -1.004 4.557 1.371
N -0.077 3.895 0.671
H 1.138 3.558 -1.853
H 2.040 5.359 -1.675
H 4.385 5.077 -0.675
H 5.935 3.098 0.424
H 4.142 1.065 0.837
H 0.477 6.877 -0.350
H -1.564 6.699 1.480
H -1.660 4.030 2.040
C -4.478 3.514 0.172
C -3.600 2.297 0.397
Sb -2.023 1.957 -1.052
C -2.046 3.823 -2.136
C -3.063 3.977 -3.252
C -3.067 0.624 -2.381
C -4.574 0.793 -2.471
H -5.223 3.607 0.962
H -5.011 3.450 -0.774
H -3.896 4.436 0.161
H -4.189 1.379 0.392
H -3.125 2.335 1.378
H -1.033 3.933 -2.523
H -2.170 4.603 -1.384
H -3.020 3.148 -3.958
H -2.879 4.893 -3.815
H -4.078 4.031 -2.866
H -2.815 -0.375 -2.023
H -2.597 0.738 -3.360
H -5.050 0.671 -1.499
H -5.001 0.038 -3.133
H -4.853 1.768 -2.861
Cl -4.088 -1.266 4.826
C -2.649 -0.360 4.449
C -1.435 -1.017 4.321
C -0.308 -0.301 3.976
C -0.344 1.087 3.751
C 0.829 1.806 3.220
C -1.584 1.716 3.933
C -2.727 1.007 4.268
H -1.381 -2.086 4.462
H 0.620 -0.836 3.840
H 1.764 1.409 3.629
H 0.786 2.880 3.450
H -1.651 2.791 3.826
H -3.672 1.514 4.397
C 2.964 -3.335 -6.028
C 2.695 -2.837 -4.638
C 3.538 -3.148 -3.582
C 3.290 -2.707 -2.288
C 4.299 -3.047 -1.226
C 2.136 -1.942 -2.023
As 1.998 -1.233 -0.187
N 0.355 -0.464 0.168
C -0.860 -1.140 0.164
C -1.897 -0.699 0.998
C -3.147 -1.294 0.974
C -3.403 -2.363 0.127
C -2.382 -2.822 -0.693
C -1.137 -2.220 -0.676
C 1.850 -2.777 1.044
C 1.282 -4.032 0.811
C 1.000 -4.630 -0.541
C 1.022 -4.875 1.894
C 1.344 -4.538 3.193
C 1.011 -5.436 4.348
C 2.005 -3.332 3.396
C 2.269 -2.462 2.351
C 3.053 -1.217 2.668
C 1.317 -1.564 -3.090
C 0.123 -0.663 -2.951
C 1.603 -2.031 -4.370
H 3.928 -3.835 -6.086
H 2.962 -2.514 -6.745
H 2.198 -4.044 -6.341
H 4.424 -3.740 -3.769
H 5.166 -3.526 -1.677
H 3.895 -3.718 -0.470
H 4.647 -2.148 -0.706
H -1.726 0.098 1.722
H -3.913 -0.936 1.648
H -4.373 -2.837 0.119
H -2.557 -3.655 -1.361
H -0.366 -2.567 -1.350
H 1.125 -3.937 -1.367
H -0.011 -5.033 -0.571
H 1.689 -5.461 -0.710
H 0.556 -5.833 1.695
H 0.712 -6.425 4.005
H 0.188 -5.023 4.934
H 1.864 -5.548 5.018
H 2.329 -3.066 4.395
H 3.344 -1.221 3.718
H 2.481 -0.300 2.493
H 3.961 -1.157 2.062
H 0.118 -0.116 -2.007
H -0.806 -1.236 -3.001
H 0.112 0.056 -3.770
H 0.951 -1.734 -5.183
*
```

E_tot in hartree: -4945.40436
Highest occupied orbital energy in eV: -7.26
ΔE to the lowest compared entry with this formula, charge and spin in eV: 0.223
Molecular weight in u: 974.8

Results of the Mulliken charge analysis, in e, for atoms 1 through 4: atom 1 (Y): 0.425, atom 2 (B): 0.372, atom 3 (N): -0.353, atom 4 (C): -0.153

---

[4]
# C31H37BN4S3SbTc

A structure of composition C31H37BN4S3SbTc (ωB97M-V with the def2-TZVPD basis set, OMol25).

Geometry as ORCA input:
```
! wB97M-V def2-TZVPD RIJCOSX def2/J DEFGRID3
* xyz 1 2
Tc 0.862 0.526 0.052
C 0.938 3.202 3.204
N 2.097 3.319 2.332
C 3.390 3.565 2.737
C 4.147 3.594 1.615
N 3.327 3.366 0.538
B 3.790 3.274 -0.940
N 4.365 1.818 -1.223
C 5.296 1.681 -2.227
C 5.596 0.371 -2.360
N 4.840 -0.300 -1.431
C 4.907 -1.738 -1.216
C 4.082 0.597 -0.755
S 3.044 0.094 0.573
C 2.086 3.199 0.993
S 0.659 2.836 0.058
H 1.292 3.117 4.228
H 0.372 2.311 2.938
H 0.299 4.077 3.108
H 3.646 3.701 3.772
H 5.200 3.766 1.490
H 2.869 3.488 -1.674
H 4.714 4.026 -1.094
H 5.672 2.540 -2.754
H 6.282 -0.140 -3.012
H 5.934 -2.022 -0.997
H 4.562 -2.259 -2.108
H 4.271 -2.000 -0.377
S 0.336 -0.985 1.822
Sb -1.903 -1.328 1.355
C -3.037 -0.245 2.752
C -4.418 -0.165 2.599
C -5.166 0.557 3.517
C -4.535 1.191 4.579
C -3.158 1.108 4.729
C -2.402 0.389 3.813
C -2.584 -3.302 1.468
C -2.903 -3.843 2.708
C -3.331 -5.160 2.784
C -3.440 -5.923 1.630
C -3.120 -5.379 0.394
C -2.685 -4.064 0.308
C -2.311 -0.549 -0.524
C -1.306 0.418 -1.091
C -1.933 1.331 -2.098
C -3.137 1.057 -2.655
C -3.901 -0.064 -2.264
C -3.489 -0.822 -1.149
H -4.916 -0.658 1.772
H -6.239 0.624 3.404
H -5.121 1.753 5.294
H -2.673 1.600 5.562
H -1.326 0.318 3.924
H -2.830 -3.246 3.610
H -3.580 -5.589 3.746
H -3.777 -6.949 1.695
H -3.206 -5.978 -0.503
H -2.423 -3.645 -0.657
H -0.999 1.098 -0.222
H -1.383 2.215 -2.389
H -3.524 1.719 -3.419
H -4.841 -0.287 -2.747
H -4.158 -1.586 -0.767
C 1.723 -1.296 -2.967
C 0.587 -0.267 -2.979
C -0.427 -0.698 -4.050
C 1.181 1.099 -3.336
C -0.025 -0.312 -1.570
H 2.285 -1.247 -3.901
H 1.330 -2.311 -2.861
H 2.400 -1.108 -2.134
H 0.100 -1.012 -4.953
H -1.101 0.111 -4.326
H -1.032 -1.541 -3.706
H 1.602 1.072 -4.344
H 1.985 1.375 -2.647
H 0.443 1.899 -3.311
H -0.174 -1.383 -1.366
*
```

E_tot in hartree: -2962.76527
Highest occupied orbital energy (spin up / spin down) in eV: -9.61 / -9.82
ΔE to the lowest compared entry with this formula, charge and spin in eV: 0.202
Molecular weight in u: 792.4

Results of the Mulliken charge analysis, in e, for atoms 1 through 4: atom 1 (Tc): -0.012, atom 2 (C): -0.713, atom 3 (N): 0.346, atom 4 (C): -0.396

---

[5]
# C10H10ClNO2

The molecule C10H10ClNO2 (ωB97M-V with the def2-TZVPD basis set, OMol25).

Geometry as ORCA input:
```
! wB97M-V def2-TZVPD RIJCOSX def2/J DEFGRID3
* xyz 0 1
Cl -3.200 -2.322 -0.227
C -2.670 -0.699 -0.082
C -3.544 0.308 -0.458
C -3.167 1.664 -0.418
C -1.902 1.956 0.095
C -1.044 0.958 0.507
C -1.426 -0.378 0.461
O -0.641 -1.381 0.826
C 0.575 -1.140 1.477
C 1.626 -0.715 0.498
N 2.346 0.274 0.711
C 3.335 0.237 -0.336
C 2.861 -0.861 -1.343
O 1.788 -1.527 -0.586
H -4.586 0.015 -0.805
H -3.781 2.420 -0.848
H -1.558 3.000 0.176
H -0.057 1.266 0.831
H 0.805 -2.088 1.963
H 0.513 -0.333 2.214
H 3.335 1.231 -0.847
H 4.346 0.078 0.099
H 2.398 -0.375 -2.205
H 3.647 -1.588 -1.701
*
```

E_tot in hartree: -1052.45429
Highest occupied orbital energy in eV: -8.54
SMILES: Clc1ccccc1OCC1=NCCO1
ΔE to the lowest compared entry with this formula, charge and spin in eV: 0.000
Molecular weight in u: 211.6

Results of the natural (NBO) charge analysis, in e, for atoms 1 through 4: atom 1 (Cl): 0.026, atom 2 (C): -0.110, atom 3 (C): -0.195, atom 4 (C): -0.248